(1)
The following is a DFT calculation (ωB97M-V/def2-TZVPD) of an isolated molecule of C5H8N2O.

The geometry in XYZ format:
```
16
Properties=species:S:1:pos:R:3:mulliken_charge:R:1
N -1.20972 -1.96770 1.18577 -0.568
C -0.32041 -1.84502 0.08113 -0.681
C 0.53579 -0.58621 0.30347 -0.248
C 0.34066 0.56892 -0.25780 0.516
C -0.82656 1.13169 -1.04479 -0.335
N -0.70347 2.38006 -1.31534 -0.396
O 0.52058 2.82680 -0.82398 -0.219
C 1.25946 1.75784 -0.24704 -0.531
H -0.72667 -2.10689 2.04504 0.253
H -1.79041 -1.10848 1.30883 0.267
H 0.41144 -2.68583 0.08681 0.297
H -0.82180 -1.86536 -0.90586 0.350
H 1.35943 -0.62391 1.04404 0.299
H -1.71948 0.57998 -1.26492 0.442
H 2.09908 1.46313 -0.90216 0.240
H 1.59209 2.08098 0.70681 0.314
```

Computed properties:
gap between HOMO and LUMO	9.37	eV
ΔE to the lowest compared entry with this formula, charge and spin	310.8	kJ/mol
SMILES string	NC/C=C1\C=NOC1
net charge	0

(2)
The following is a DFT calculation (ωB97M-V/def2-TZVPD) of a structure of composition C5H8N2O.

The geometry in XYZ format:
```
16
Properties=species:S:1:pos:R:3:mulliken_charge:R:1
C -0.28088 1.18227 -0.60627 -0.476
C -1.01915 0.44813 1.79988 -1.325
N -0.38434 -1.49668 -0.21325 -0.353
C 1.01510 0.45867 -0.82199 0.223
C -0.56611 0.12133 0.42515 0.572
C 0.69825 -0.64791 0.16672 -0.066
O -0.21754 -1.82507 -1.59134 -0.403
N 1.96746 0.56528 -1.65121 -0.754
H -0.72034 -2.64685 -1.70193 0.348
H 2.58911 -0.24595 -1.60548 0.267
H 1.39700 -0.93774 0.95071 0.395
H -0.12909 2.19436 -0.21579 0.331
H -0.96954 1.22720 -1.45480 0.243
H -1.45344 -0.42979 2.29293 0.370
H -1.75049 1.25987 1.80321 0.341
H -0.17599 0.77288 2.42344 0.286
```

Computed properties:
gap between HOMO and LUMO	9.99	eV
ΔE to the lowest compared entry with this formula, charge and spin	506.2	kJ/mol
net charge	0

What is the formula in the second record?
C5H8N2O